Molecular formula: H12O5S
Method: DFT, the ωB97M-V functional and the def2-TZVPD basis

Last column: Löwdin charge in e.
Element x y z (Å)
S -1.21677 1.84052 0.70766  0.92
H -0.91464 3.08080 1.00584  -0.13
H -1.48928 1.58944 2.02774  -0.07
H -0.50084 -0.52618 -1.85014  0.01
H 0.09001 -1.90164 -2.33164  0.08
O -0.22956 -1.03472 -2.61940  0.03
H -2.17179 1.02584 -1.66431  -0.04
H -2.25745 0.57154 -3.15702  0.08
O -2.72784 0.58296 -2.30716  0.04
H 2.97794 1.98152 0.40575  0.05
H 1.52285 1.41745 -0.07425  -0.03
O 2.47081 1.31385 -0.04930  -0.02
H -0.64633 -1.53277 1.79130  0.02
H 0.63564 -2.12331 2.10162  0.02
O -0.25025 -2.41387 1.81662  -0.01
H 3.38610 -2.45126 2.16991  0.06
H 3.26702 -1.83744 0.83134  0.05
O 2.73009 -2.01903 1.61047  -0.05

Results
Spin multiplicity = 2
E_tot = -781.14186 Ha
Frontier orbital gap (spin up / spin down) = 10.2 / 3.1 eV
Charge = +1
Energy above the lowest of the compared OMol25 structures with the same formula, charge and spin = 2.246 eV
HOMO (spin up / spin down) = -14.653 / -14.276 eV